[1]
{"formula": "C27H60N3O10Si", "method": "ωB97M-V/def2-TZVPD", "species": ["C", "C", "H", "C", "H", "O", "H", "H", "H", "H", "C", "O", "C", "C", "H", "C", "H", "H", "O", "C", "H", "H", "H", "H", "H", "C", "C", "N", "C", "H", "H", "C", "H", "H", "H", "C", "H", "H", "C", "O", "H", "H", "H", "C", "H", "H", "H", "H", "N", "H", "H", "Si", "H", "H", "H", "C", "C", "H", "H", "H", "C", "C", "H", "H", "H", "H", "H", "O", "H", "H", "C", "H", "H", "C", "C", "O", "C", "H", "O", "H", "H", "H", "H", "H", "C", "C", "H", "H", "H", "H", "O", "O", "N", "C", "H", "H", "H", "H", "O", "H", "C"], "xyz": [[-6.167, 2.827, 7.682], [3.860, 4.657, -6.242], [-6.967, -0.864, 5.375], [2.092, -3.462, -2.061], [-0.708, 5.067, -7.646], [0.465, 6.219, -6.373], [-4.664, 2.038, 5.316], [-2.970, -3.836, -1.854], [-1.799, -4.891, 2.051], [2.455, -4.417, -1.686], [-2.569, -1.347, 6.047], [-0.644, -0.005, 2.690], [3.341, -3.724, 0.768], [1.589, 0.896, -2.597], [3.349, 0.265, 1.747], [1.546, -0.737, 2.312], [4.418, 4.115, -5.469], [0.960, 1.173, -1.754], [-3.116, -0.048, 6.035], [1.786, -0.605, -2.663], [-1.467, -0.021, 2.202], [-2.422, 1.227, 4.602], [-2.890, -5.565, -1.471], [1.238, -1.774, 2.244], [2.508, -3.347, -3.062], [2.617, -2.344, -1.217], [-6.166, -0.198, 5.703], [4.328, -1.212, -0.095], [2.493, -5.872, 1.845], [-5.392, -0.826, 6.148], [-0.100, -5.219, 1.795], [4.654, 6.484, -4.959], [2.737, 2.991, -6.890], [2.646, -0.819, -3.300], [4.429, 4.613, -7.179], [2.583, -4.399, 1.915], [1.928, 4.517, -7.195], [4.808, -2.856, -1.392], [-6.760, 0.740, 6.729], [3.392, -5.103, 2.767], [0.854, 4.363, -3.633], [3.096, -6.399, 1.120], [1.948, -6.422, 2.599], [-2.803, -4.564, -1.059], [0.293, -3.944, -3.089], [2.004, 5.517, -4.282], [5.624, 6.646, -5.440], [-3.046, -1.988, 5.297], [2.563, -2.573, 0.262], [0.102, 6.476, -8.351], [2.526, 1.447, -2.596], [-1.183, -4.221, -0.200], [-6.661, 3.305, 6.829], [1.050, 1.217, -3.487], [-5.273, 3.400, 7.925], [0.451, 0.197, 1.835], [-1.226, -2.433, 0.411], [4.629, -0.261, -0.260], [-3.167, -0.264, 3.971], [-4.516, 1.743, 3.593], [-3.245, 0.513, 4.742], [-4.556, 1.250, 4.569], [-2.756, -1.774, 7.031], [-0.374, 6.197, -4.510], [-1.487, -1.321, 5.871], [-0.699, 4.746, -5.487], [4.295, 7.434, -4.566], [0.167, -4.538, -1.130], [-7.271, 0.139, 7.493], [1.714, -3.871, 2.304], [2.527, 3.975, -6.463], [-7.498, 1.386, 6.242], [0.808, 1.229, 1.947], [0.062, 5.491, -5.229], [4.134, -2.004, -1.334], [-5.759, 1.512, 7.370], [1.232, 4.800, -4.563], [-1.721, -1.832, -0.353], [1.946, -1.101, -1.334], [-1.730, -2.359, 1.367], [-3.595, -4.385, -0.331], [3.458, -4.490, 0.012], [-0.191, -2.091, 0.467], [4.300, -3.443, 1.201], [-1.085, -5.293, 1.334], [0.570, -3.591, -2.094], [0.224, 0.063, 0.777], [0.911, -1.043, -3.144], [1.747, -0.518, 3.358], [0.119, -2.604, -1.974], [3.698, 6.016, -5.884], [-5.705, 0.424, 4.511], [2.782, -0.547, 1.550], [3.206, -1.369, 0.646], [-1.319, 6.715, -7.312], [4.774, 5.788, -4.121], [-1.305, -6.337, 1.129], [-6.840, 2.838, 8.545], [1.778, 3.704, -5.283], [4.418, -1.400, -2.195], [-0.420, 6.109, -7.469]], "mulliken_charge": [-0.787, -0.574, 0.407, -1.561, 0.358, -0.290, 0.124, 0.336, 0.345, 0.521, -0.743, -0.484, -1.029, -1.423, 0.354, -0.050, 0.316, 0.225, -0.346, -0.122, 0.321, 0.370, 0.324, -0.414, 0.555, 0.728, -0.287, -0.274, -1.211, 0.091, 0.064, -0.788, 0.394, 0.324, 0.405, 0.883, 0.117, 0.389, -0.554, -0.616, 0.386, 0.362, 0.362, -1.152, 0.434, 0.130, 0.325, 0.335, 0.565, 0.241, 0.332, 0.590, 0.357, 0.482, 0.231, -0.580, -0.619, 0.390, -0.050, 0.389, -0.010, -0.382, 0.259, 0.389, 0.276, 0.349, 0.239, -0.475, 0.397, 0.442, -0.313, 0.348, 0.451, -0.635, -0.874, -0.286, -0.275, 0.429, -0.136, 0.427, 0.341, 0.591, -0.180, 0.232, -0.923, -0.469, 0.281, 0.299, 0.542, 0.256, -0.277, -0.467, 0.047, -0.422, 0.322, 0.345, 0.356, 0.326, -0.360, 0.422, -0.792], "charge": 1, "homo_lumo_gap_ev": 7.84, "e_lumo_ev": -2.707, "homo_ev": -10.547}

=====

[2]
{"formula": "C22H30F9FeO6Sb2", "method": "ωB97M-V/def2-TZVPD", "species": ["H", "H", "H", "C", "H", "F", "F", "C", "Fe", "F", "F", "C", "H", "C", "H", "H", "C", "H", "H", "H", "H", "F", "Sb", "C", "C", "H", "H", "C", "C", "H", "C", "O", "O", "H", "C", "F", "H", "H", "C", "C", "H", "Sb", "C", "O", "H", "F", "H", "F", "H", "H", "H", "O", "C", "C", "C", "H", "C", "O", "H", "O", "C", "H", "F", "C", "H", "H", "C", "H", "C", "H"], "xyz": [[-4.654, -0.323, 1.112], [3.808, 0.661, -1.248], [-2.481, 0.978, 1.566], [-1.636, -4.900, -0.875], [-2.090, 5.191, -1.272], [-0.190, -6.175, 1.206], [2.032, -4.245, -1.019], [-4.529, 0.740, 0.911], [-1.256, -1.441, 0.086], [-2.211, -4.007, -1.691], [1.090, -6.174, -1.192], [-2.896, 0.445, -1.662], [2.487, 1.691, -1.774], [-3.318, -2.519, 1.914], [2.531, -2.607, 0.875], [5.047, 2.077, 3.096], [2.969, -1.645, 0.623], [-1.537, 3.900, 1.640], [-0.496, 5.964, -1.209], [2.211, 3.758, -1.767], [4.534, 0.681, 1.143], [-1.497, -6.035, -1.570], [1.566, -0.502, -0.499], [0.876, -4.860, -1.290], [4.081, 1.661, 1.232], [0.111, 3.362, 2.012], [2.590, 5.178, 1.482], [2.999, 4.176, 1.421], [1.938, -1.291, -2.454], [-5.173, 1.016, 0.077], [1.832, 3.982, -0.770], [-0.195, -2.981, -0.369], [-1.046, -1.037, 2.116], [-0.990, 5.046, -2.649], [-0.492, 3.974, 1.342], [-2.493, -5.151, 0.117], [-3.963, 0.225, -1.722], [2.888, -1.824, -2.465], [-1.794, -1.517, 2.973], [2.903, 1.173, -0.912], [1.796, 5.067, -0.668], [-0.224, 3.308, -0.681], [3.821, 3.713, 2.434], [-4.139, -2.895, 2.672], [-4.875, 1.289, 1.789], [-0.825, -4.248, 1.963], [1.991, -0.455, -3.152], [0.568, -4.577, -2.566], [-2.972, 2.119, 0.311], [4.040, 4.344, 3.286], [-2.398, -0.322, -3.603], [-2.447, 0.238, -0.313], [2.695, 3.396, 0.304], [-0.008, -4.855, 1.095], [-0.257, -4.332, -0.353], [-0.173, 5.013, 1.428], [-2.093, -0.456, -2.565], [-3.016, -2.420, 0.730], [3.869, -1.797, 0.028], [-1.977, -1.599, 4.133], [3.221, 2.097, 0.222], [-2.259, -1.508, -2.320], [1.244, -4.584, 1.484], [-3.077, 1.089, 0.663], [-1.028, -0.220, -2.503], [1.147, -1.970, -2.758], [4.379, 2.448, 2.330], [3.214, -1.116, 1.542], [-1.044, 5.090, -1.562], [-2.732, 1.498, -1.908]], "mulliken_charge": [0.235, 0.632, 0.282, 0.163, 0.389, -0.272, -0.195, -1.375, 1.640, -0.258, -0.251, 0.076, 0.371, 0.550, 0.140, 0.409, -1.186, 0.456, 0.387, 0.659, 0.526, -0.275, 0.417, 0.357, -0.572, 0.395, 0.350, -0.549, -1.489, 0.405, -1.834, 0.141, -0.417, 0.394, -1.457, -0.269, 0.301, 0.447, 0.537, -1.424, 0.612, 0.614, -0.699, -0.499, 0.420, -0.177, 0.530, -0.264, 0.128, 0.404, 0.569, 0.021, 0.572, 0.424, 0.676, 0.408, -1.492, -0.760, 0.454, -0.481, 0.774, 0.261, -0.251, -0.056, 0.101, 0.287, -0.789, 0.429, -1.360, 0.306], "charge": 0, "homo_lumo_gap_ev": [8.29, 7.39], "e_above_lowest_kj_mol": 18.3, "s_squared": 8.7610, "e_lumo_ev": [0.204, -1.097], "homo_ev": [-8.086, -8.484], "multiplicity": 6}

=====

[3]
{"formula": "C2H4OS", "method": "ωB97M-V/def2-TZVPD", "species": ["H", "H", "C", "C", "H", "O", "S", "H"], "xyz": [[-0.918, -0.415, 1.544], [0.348, 1.509, -0.112], [0.833, -0.371, -0.142], [-0.551, 0.083, -0.382], [-0.593, 0.301, -1.416], [1.616, -0.549, -1.036], [-1.876, -0.175, 0.678], [1.139, -0.382, 0.866]], "mulliken_charge": [0.124, 0.195, -0.183, -0.342, 0.427, -0.472, -0.126, 0.376], "charge": 0, "homo_lumo_gap_ev": 9.13, "e_above_lowest_kj_mol": 325.0, "e_lumo_ev": -0.093, "homo_ev": -9.224}

=====

[4]
{"formula": "C34H40GeN6O4S2Ti", "method": "ωB97M-V/def2-TZVPD", "species": ["C", "H", "O", "H", "H", "N", "H", "C", "H", "C", "C", "C", "C", "H", "H", "N", "H", "O", "C", "H", "C", "H", "C", "N", "H", "O", "C", "H", "C", "C", "C", "S", "H", "C", "H", "C", "C", "N", "C", "C", "H", "H", "C", "C", "C", "H", "H", "N", "H", "H", "C", "H", "H", "C", "C", "Ti", "H", "H", "H", "H", "O", "H", "Ge", "C", "N", "H", "C", "C", "H", "C", "H", "C", "H", "H", "H", "H", "H", "H", "C", "H", "C", "C", "H", "H", "H", "C", "C", "S"], "xyz": [[-0.962, -1.611, 2.813], [-5.869, 0.327, -0.216], [-1.487, -1.084, -0.253], [-0.085, 0.712, -2.677], [-1.778, -1.253, 3.428], [-5.018, 1.257, -2.361], [0.702, 2.613, 6.437], [0.173, -0.821, 2.638], [-5.224, -4.489, -3.636], [-1.013, 3.425, 3.065], [-3.097, -4.214, -3.526], [-1.018, -2.871, 2.240], [4.244, -1.397, -2.899], [0.152, 2.188, -1.984], [-0.743, 5.864, -1.733], [-6.224, 1.253, -0.412], [-4.208, 0.908, -4.221], [-3.133, 3.071, -0.628], [-3.668, -2.287, -1.609], [-1.887, -3.497, 2.395], [1.996, -0.896, -1.671], [-1.568, 3.589, 6.400], [0.147, 4.476, -0.366], [-6.380, 3.055, -1.848], [-1.761, 1.893, -4.213], [-1.508, 1.806, 0.221], [-1.052, 3.387, 5.471], [1.992, -2.920, 0.681], [1.165, -2.550, 1.274], [-1.237, -1.769, -1.357], [0.044, -3.341, 1.475], [2.475, -1.773, -3.090], [5.391, 0.118, -1.856], [1.239, -1.289, 1.861], [-2.340, 0.683, -2.163], [0.139, 5.282, -1.495], [-4.415, -3.941, -3.172], [-0.397, 1.329, -1.936], [0.885, 2.585, 4.303], [-3.568, 2.895, -3.610], [-6.017, 3.589, -2.617], [-2.878, -4.972, -4.264], [-5.866, 1.866, -1.540], [0.222, 2.837, 5.494], [1.267, 5.363, -2.303], [3.301, 4.736, -2.582], [1.886, 2.169, 4.331], [0.794, -0.912, -1.205], [-3.860, 3.626, -2.857], [4.691, -1.415, -3.892], [2.423, 3.841, -0.843], [-7.015, 3.519, -1.222], [-3.166, -1.086, -0.220], [-4.702, -2.981, -2.217], [2.412, 4.649, -1.971], [-0.218, 0.403, 0.209], [-4.685, 0.358, -2.038], [-1.039, -3.710, -3.184], [-0.003, -4.329, 1.037], [2.716, 2.036, 1.861], [-4.000, -1.317, -0.688], [-0.734, 4.438, 0.262], [1.323, 2.571, 1.501], [1.290, 3.742, -0.032], [-0.073, -1.740, -1.921], [4.702, -2.174, -2.290], [0.278, 2.888, 3.079], [-4.597, 1.764, -3.667], [-2.661, 4.106, 4.246], [-2.116, 2.475, -3.356], [2.143, -0.694, 1.770], [-1.827, 1.649, -2.106], [-1.499, 3.377, -3.319], [-6.818, 1.703, 0.261], [-1.516, 3.630, 2.131], [1.262, 6.000, -3.177], [-3.595, 3.402, -4.576], [4.149, 0.774, -2.947], [-2.337, -2.539, -1.959], [0.253, 0.127, 3.162], [-1.667, 3.678, 4.259], [-2.070, -3.515, -2.924], [3.325, 3.299, -0.584], [-5.485, 2.096, -4.210], [-5.722, -2.774, -1.919], [-2.249, 2.267, -0.773], [4.390, -0.033, -2.257], [3.228, 0.028, -0.858]], "mulliken_charge": [-0.700, 0.119, 0.509, 0.496, 0.487, 0.154, 0.412, -0.342, 0.431, 0.094, -0.853, -0.455, -0.650, -0.149, 0.500, -0.341, 0.442, -0.656, 0.153, 0.459, -0.371, 0.423, 0.056, -0.376, 0.440, -0.934, -0.485, 0.464, -0.504, 0.863, -0.589, 0.016, 0.461, -0.490, -0.783, -0.623, -0.465, -0.151, -0.457, -0.517, 0.168, 0.445, 0.887, -0.680, -0.523, 0.442, 0.448, 1.371, 0.417, 0.439, -0.110, 0.226, 0.153, -0.729, -0.717, -0.079, 0.013, 0.539, 0.457, -0.050, -0.616, 0.065, 0.169, 0.397, -0.679, 0.330, 0.601, -1.338, 0.440, -1.043, 0.849, 1.121, 0.276, 0.200, 0.226, 0.448, 0.397, 0.290, 0.039, 0.683, -0.896, -0.656, 0.502, 0.503, 0.495, 0.575, -0.662, 0.078], "charge": 2, "homo_lumo_gap_ev": [7.29, 6.26], "e_above_lowest_kj_mol": 0.0, "s_squared": 2.0093, "e_lumo_ev": [-5.275, -6.781], "homo_ev": [-12.565, -13.038], "multiplicity": 3}